Below is a molecular structure, C41H31BrNO16S2 in a non-equilibrium geometry, with properties calculated with the ωB97M-V functional and the def2-TZVPD basis.

Calculated values
frontier orbital gap	5.56	eV
charge	-1

Geometry as XYZ:
```
92
C41H31BrNO16S2 | the Open Molecules 2025 dataset | the ωB97M-V functional and the def2-TZVPD basis
Br 1.91 -4.99 3.22
S 2.11 -3.16 4.55
S 1.33 -4.23 7.03
O -2.31 -1.92 -5.45
O 1.42 -3.42 8.28
O -3.24 1.48 0.50
O 2.22 7.23 0.64
O 1.76 -2.02 3.65
O -0.08 0.37 -6.13
O 3.51 -2.95 4.99
O 0.29 3.71 1.79
O 6.10 3.63 0.44
O 0.24 0.42 -2.12
O -4.08 -3.02 3.17
O -2.53 -2.75 -0.22
O -3.60 7.31 1.99
O 2.55 -5.04 6.84
O 1.77 0.52 -11.09
O 5.29 -0.59 -3.38
N 0.97 -3.14 5.78
C 0.35 0.40 -7.27
C 3.79 4.06 0.30
C 5.50 5.88 0.72
C -2.48 -2.56 -1.42
C -2.53 -0.99 -3.30
C -4.80 0.05 1.53
C 2.82 4.97 0.35
C -2.02 4.15 1.65
C -2.71 6.48 1.95
C -2.32 -0.46 1.46
C -2.25 -3.47 -3.68
C -2.53 -1.59 2.13
C -0.29 -6.37 6.04
C -2.31 -3.68 -2.37
C 2.06 1.17 -8.85
C -3.09 -4.13 5.63
C 2.45 0.09 -1.36
C -2.58 -1.19 -1.98
C 1.59 1.13 -7.60
C -0.05 -5.43 7.33
C -2.60 -5.26 5.58
C -1.29 6.87 2.13
C -2.36 -2.11 -4.25
C -5.01 -1.08 2.20
C -3.43 0.45 1.11
C 3.08 -0.25 -4.13
C 5.21 4.45 0.48
C -3.89 -1.99 2.55
C 3.72 -0.17 -1.68
C 3.11 6.40 0.59
C 0.10 -0.24 -9.62
C -1.85 -6.61 5.87
C 1.81 0.00 -3.81
C 1.35 0.48 -9.95
C -0.31 5.97 2.08
C 1.40 0.19 -2.41
C 4.13 -0.36 -3.09
C -0.60 4.54 1.84
C -0.36 -0.28 -8.37
C -3.00 5.05 1.70
C 4.53 6.79 0.77
H 3.60 3.01 0.12
H -1.73 -2.26 2.40
H -1.33 -0.15 1.15
H -1.27 -0.81 -8.10
H 2.10 1.63 -6.78
H 0.73 6.23 2.21
H 1.03 0.08 -4.56
H -6.00 -1.39 2.52
H 6.54 6.15 0.85
H -4.04 4.79 1.57
H -2.27 -7.08 6.81
H -3.55 -3.13 5.46
H -2.70 -0.39 -1.27
H 0.04 -5.75 5.15
H 4.50 -0.25 -0.94
H 2.96 1.70 -9.11
H -2.13 -4.28 -4.39
H 1.78 4.70 0.22
H -1.09 7.92 2.30
H -0.99 -4.96 7.72
H 3.40 -0.40 -5.16
H -2.23 -4.67 -1.94
H 2.13 0.23 -0.34
H -5.60 0.72 1.27
H -2.21 3.10 1.48
H -2.00 -7.25 4.94
H 0.32 -7.31 6.11
H -0.40 -0.74 -10.44
H 0.34 -6.11 8.16
H -2.60 0.00 -3.73
H 4.72 7.84 0.95
```

These are the Löwdin partial charges, in e, on atoms 1 to 6: Br 0.333; S 0.231; S 0.544; O 0.084; O -0.394; O 0.055

Below is a molecular structure, C27H27Cl3GeN7OSSeTa in a non-equilibrium geometry, with properties calculated with the ωB97M-V functional and the def2-TZVPD basis.

Calculated values
frontier orbital gap (alpha / beta)	4.35 / 4.44	eV
charge	+1
ΔE to the lowest compared entry with this formula, charge and spin	3.132	eV
spin multiplicity	2

Geometry as XYZ:
```
69
C27H27Cl3GeN7OSSeTa | the Open Molecules 2025 dataset | the ωB97M-V functional and the def2-TZVPD basis
Ta -0.01 1.65 -0.04
Se -1.55 0.90 -2.61
Ge -1.53 5.03 1.51
Cl 0.10 3.09 2.04
Cl -3.06 3.94 2.88
Cl -1.79 3.55 -0.59
S 1.28 2.57 -2.05
O -1.56 0.89 0.94
N -3.44 -2.84 3.28
N -1.66 -0.25 1.82
N 2.56 2.98 0.19
N -4.72 0.51 0.50
N 0.70 -0.39 1.34
N 2.00 1.73 0.48
N 3.19 4.49 -1.45
C 3.28 -0.95 -0.35
C 1.90 -1.24 -0.89
C -0.09 -1.38 3.34
C -5.68 0.59 -2.10
C 0.70 -0.48 -0.18
C 0.03 -4.60 -1.47
C -5.25 2.74 -3.10
C 1.82 0.03 2.10
C -3.24 -1.84 2.70
C 0.87 -5.45 -0.75
C -0.43 -1.03 1.96
C -6.14 1.84 -2.48
C -3.98 -0.14 1.15
C 0.39 -3.25 -1.43
C -4.32 0.22 -2.23
C 1.94 -4.96 -0.02
C 2.43 -3.67 -0.27
C 1.59 -2.76 -0.88
C 3.51 1.84 2.48
C -2.93 -0.71 1.91
C -3.45 1.17 -2.73
C 2.47 3.47 -1.04
C 1.93 -0.84 -2.39
C 2.19 -0.75 3.18
C -3.89 2.46 -3.09
C 2.46 1.18 1.63
C 1.15 -1.48 3.88
H -0.91 -1.63 4.02
H -7.15 2.12 -2.20
H -0.24 -1.01 -0.41
H 3.26 -0.84 3.36
H 0.90 -0.78 -2.83
H 4.39 1.95 1.80
H -3.15 3.12 -3.55
H 1.36 -1.92 4.82
H 3.78 5.09 -0.81
H 0.73 -6.52 -0.73
H 3.98 -1.48 -0.99
H -0.90 -4.90 -1.95
H 3.16 2.84 2.78
H 2.45 -5.64 0.68
H 3.25 3.28 0.90
H -5.66 3.62 -3.58
H -3.95 -0.77 -2.09
H 3.05 4.71 -2.43
H 2.54 -1.53 -3.01
H 3.47 -1.21 0.69
H 2.36 0.14 -2.45
H -6.39 -0.07 -1.64
H 3.40 -3.34 0.14
H -0.27 -2.51 -1.87
H 3.60 0.09 -0.54
H -0.61 -1.97 1.34
H 3.77 1.31 3.39
```

These are the Löwdin partial charges, in e, on atoms 1 to 6: Ta 1.163; Se 0.597; Ge 0.462; Cl 0.062; Cl -0.133; Cl -0.066

Below is 10 unconnected molecules or ions with the total composition C18H54NO12, with properties calculated with the ωB97M-V functional and the def2-TZVPD basis.

Calculated values
frontier orbital gap	9.45	eV
charge	-1
ΔE to the lowest compared entry with this formula, charge and spin	0.000	eV

Geometry as XYZ:
```
85
C18H54NO12 | the Open Molecules 2025 dataset | the ωB97M-V functional and the def2-TZVPD basis
O -2.38 19.93 -10.86
O 5.21 22.66 -12.61
O 0.83 23.45 -10.54
O -0.29 21.77 -11.36
O -4.10 26.23 -9.75
O 0.87 24.16 -7.77
O 1.31 20.70 -9.05
O -2.85 22.49 -16.33
O 0.45 20.43 -13.78
O 1.16 27.55 -13.23
O 2.66 25.37 -11.57
O -0.07 23.60 -12.51
N 0.15 22.97 -11.49
C 0.88 28.38 -10.97
C -4.67 19.80 -10.26
C -3.49 20.71 -10.42
C -2.77 21.99 -13.99
C 3.80 25.56 -10.76
C -2.45 21.50 -15.37
C 3.24 21.58 -11.78
C -2.91 26.38 -10.54
C 0.45 27.37 -12.01
C -2.77 25.22 -11.48
C 0.29 19.92 -8.47
C 0.88 19.09 -7.35
C 4.72 21.42 -12.08
C 1.03 19.14 -13.66
C 3.48 26.21 -9.43
C -0.37 24.86 -7.79
C -1.53 23.92 -8.05
C 0.11 18.17 -12.91
H -1.59 23.20 -7.24
H 2.01 19.20 -13.17
H -1.88 25.34 -12.11
H 0.72 28.24 -13.72
H -1.37 21.28 -15.41
H 0.93 21.12 -9.84
H -2.02 26.45 -9.90
H 3.12 22.30 -10.98
H 4.40 26.37 -8.86
H -1.65 20.54 -11.04
H 0.56 17.18 -12.83
H 4.31 24.60 -10.57
H 2.96 27.16 -9.59
H 1.23 18.78 -14.67
H 5.24 21.19 -11.14
H 0.54 28.11 -9.96
H -3.60 25.09 -12.17
H -5.54 20.34 -9.88
H 2.04 24.79 -11.09
H -3.85 22.12 -13.86
H 0.92 23.75 -8.65
H -0.54 20.53 -8.08
H 1.97 28.46 -10.94
H -1.42 23.41 -9.01
H 0.49 29.38 -11.18
H -0.47 25.30 -6.79
H 0.54 26.35 -11.64
H -0.16 19.23 -9.20
H -4.25 27.05 -9.28
H -2.24 22.92 -13.78
H 2.70 21.86 -12.69
H 4.52 26.12 -11.37
H 1.48 19.66 -6.64
H 0.10 18.56 -6.80
H -4.96 19.36 -11.22
H 0.31 20.78 -12.89
H -2.41 21.27 -13.26
H -2.62 24.28 -10.93
H -3.26 21.21 -9.47
H 6.17 22.67 -12.55
H 2.86 20.61 -11.45
H -0.86 18.13 -13.40
H -2.94 27.31 -11.12
H -2.48 24.46 -8.06
H -2.93 20.54 -15.59
H -3.71 21.49 -11.16
H -4.49 18.98 -9.57
H -2.40 22.32 -17.16
H -0.62 27.48 -12.23
H 2.79 25.59 -8.85
H -0.32 25.67 -8.53
H 4.86 20.61 -12.80
H -0.04 18.51 -11.88
H 1.53 18.32 -7.79
```

These are the Löwdin partial charges, in e, on atoms 1 to 6: O -0.103; O -0.081; O -0.057; O -0.093; O -0.084; O -0.097

Below is a molecular structure, C40H41BN9OP2SSr in a non-equilibrium geometry, with properties calculated with the ωB97M-V functional and the def2-TZVPD basis.

Calculated values
frontier orbital gap (alpha / beta)	7.91 / 4.20	eV
charge	+2
ΔE to the lowest compared entry with this formula, charge and spin	1.664	eV
spin multiplicity	2

Geometry as XYZ:
```
96
C40H41BN9OP2SSr | the Open Molecules 2025 dataset | the ωB97M-V functional and the def2-TZVPD basis
Sr 0.32 -0.55 -0.04
S -0.55 -1.26 2.75
P 0.64 2.48 -1.35
P -2.06 1.25 -1.08
O -0.45 0.01 1.92
N 1.88 -3.10 -1.23
N -1.01 2.53 -1.63
N 2.12 -4.91 0.56
N -0.73 -2.60 0.06
N 1.43 -1.92 -1.72
N 2.57 -2.46 1.06
N 2.36 -1.13 0.94
N 0.17 -3.43 0.63
N 2.42 -5.24 1.83
C 1.27 3.97 -2.16
C -2.79 -1.21 -4.91
C -5.06 3.55 0.44
C -5.67 4.06 -0.70
C 3.39 -0.52 1.53
C 0.37 -1.43 5.27
C -1.57 -0.59 -4.72
C 3.74 -2.68 1.69
C 1.96 -6.04 -0.19
C -0.46 -4.33 1.40
C -1.82 -4.09 1.33
C 0.85 2.80 0.44
C 2.51 -6.56 1.86
C 1.89 -1.83 -2.97
C 0.70 5.19 -1.77
C -4.16 2.82 -2.09
C 1.40 3.44 3.07
C -1.34 0.17 -3.59
C 2.22 -7.12 0.60
C -0.87 -0.55 5.35
C 2.73 5.11 -3.69
C -3.57 -0.34 -2.81
C 1.16 6.36 -2.36
C -0.20 3.04 1.32
C -4.01 2.66 0.32
C -1.93 -3.00 0.47
C 4.30 -1.46 2.02
C 0.90 -1.25 3.86
C -5.22 3.70 -1.96
C 2.29 3.93 -3.10
C 2.45 3.19 2.19
C 0.08 3.38 2.63
C -1.70 -0.89 4.12
C -2.35 0.31 -2.63
C -3.55 2.29 -0.95
C 2.18 2.87 0.87
C 2.65 -3.71 -2.16
C 2.67 -2.94 -3.29
C 2.17 6.32 -3.32
C -3.79 -1.09 -3.95
B 1.69 -3.47 0.25
H -5.42 3.84 1.42
H 1.65 -0.98 -3.58
H 1.36 -0.27 3.71
H 2.76 -7.06 2.79
H -2.29 -1.80 4.27
H 3.52 5.08 -4.43
H -1.23 2.99 0.98
H 2.19 -8.16 0.33
H -3.82 2.53 -3.07
H -5.70 4.10 -2.84
H -6.51 4.74 -0.60
H 3.15 -4.64 -1.95
H -4.74 -1.58 -4.10
H -3.55 2.24 1.20
H -2.61 -4.65 1.81
H 1.59 -2.04 3.55
H -1.32 3.08 -2.44
H 2.51 7.23 -3.78
H -0.59 0.50 5.33
H 0.73 7.31 -2.06
H 2.99 2.72 0.16
H -1.43 -0.72 6.27
H -0.39 0.68 -3.45
H -2.82 -2.49 0.14
H 3.47 3.25 2.53
H 1.64 -6.00 -1.22
H 5.23 -1.29 2.53
H 1.12 -1.17 6.01
H -4.35 -0.24 -2.06
H -2.97 -1.80 -5.80
H 0.10 -2.48 5.42
H 4.10 -3.67 1.89
H -0.79 -0.68 -5.47
H 1.61 3.69 4.10
H -2.36 -0.09 3.79
H -0.73 3.62 3.30
H -0.08 5.22 -1.03
H 3.44 0.55 1.57
H 3.18 -3.15 -4.22
H 0.06 -5.10 1.95
H 2.73 2.98 -3.39
```

These are the Löwdin partial charges, in e, on atoms 1 to 6: Sr 1.308; S 0.980; P 1.071; P 0.982; O -0.780; N 0.008

| no. | molecular weight (g mol⁻¹) |
| --- | --- |
| 1 | 937.728 |
| 2 | 936.505 |
| 3 | 476.625 |
| 4 | 856.277 |